## w
Molecular formula: C2H4O3P
Method: DFT, wB97M-V/def2-TZVPD

```
! RIJCOSX wB97M-V def2-TZVPD def2/J DEFGRID3
* xyz -1 1
C -0.20 0.96 0.38
C -0.63 1.52 -0.74
O 0.34 1.18 1.44
O -0.82 -0.82 0.66
O 0.32 -3.07 0.32
P 0.42 -1.57 0.26
H -0.53 2.61 -0.83
H -1.10 1.06 -1.60
H 0.77 -0.87 -0.94
H 1.44 -1.01 1.05
*
```

## Properties
- orbital gap (eV) = 8.4365

## x
Molecular formula: C2H4O3P
Method: DFT, wB97M-V/def2-TZVPD

```
! RIJCOSX wB97M-V def2-TZVPD def2/J DEFGRID3
* xyz -1 1
O -2.62 0.11 -0.97
C -1.75 0.39 -0.24
O -1.84 1.52 0.48
C -0.54 -0.41 -0.01
P 0.93 0.78 -0.69
O 0.93 1.81 0.39
H -0.95 1.70 0.88
H -0.60 -1.33 -0.61
H 0.04 -0.52 0.95
H 2.08 -0.35 -0.51
*
```

## Properties
- SMILES = O=C(O)CP[O-]
- orbital gap (eV) = 7.3260

Computed relative energies in units of hartree: w 0.0096; x 0.0000

## w
Molecular formula: C6H16NO
Method: DFT, wB97M-V/def2-TZVPD

```
! RIJCOSX wB97M-V def2-TZVPD def2/J DEFGRID3
* xyz 1 1
C 1.42 1.73 -1.83
C 1.17 0.79 -0.57
C 0.01 1.26 0.33
C -1.48 0.78 0.23
C -2.69 -1.24 1.07
C -1.62 -0.54 0.68
N 0.86 -0.61 -0.82
H 0.48 2.28 -2.29
H 2.01 2.58 -1.63
H 1.74 1.16 -2.59
H 2.10 0.73 0.00
H 0.24 1.48 1.35
H -0.28 2.27 -0.09
H -2.11 0.97 -0.63
H -2.08 1.28 1.05
H -3.66 -0.97 0.71
H -2.79 -2.00 1.83
H -0.73 -1.19 0.97
H 1.06 -1.13 0.06
H 1.49 -1.08 -1.56
H -0.11 -0.77 -0.99
H 1.02 -2.37 1.88
H 2.38 -2.75 1.70
O 1.57 -2.69 1.14
*
```

## Properties
- orbital gap (eV) = 9.7196

## x
Molecular formula: C6H16NO
Method: DFT, wB97M-V/def2-TZVPD

```
! RIJCOSX wB97M-V def2-TZVPD def2/J DEFGRID3
* xyz 1 1
C 1.91 1.85 -0.77
C 1.93 0.43 -0.27
C 1.73 -0.64 -1.03
C 1.80 -2.06 -0.53
H 1.83 1.84 -1.86
H 1.03 2.37 -0.39
H 2.81 2.39 -0.49
H 2.17 0.25 0.78
H 1.60 -0.49 -2.10
H 2.11 -2.04 0.52
H 0.89 -2.64 -0.67
H 2.58 -2.61 -1.05
C -2.31 1.05 0.88
O -3.54 1.55 0.44
C -2.09 -0.37 0.37
N -0.80 -0.90 0.94
H -2.34 1.05 1.97
H -1.48 1.71 0.59
H -3.50 1.72 -0.50
H -2.91 -1.00 0.72
H -2.02 -0.41 -0.71
H -0.86 -0.95 1.95
H -0.01 -0.29 0.67
H -0.54 -1.81 0.57
*
```

## Properties
- orbital gap (eV) = 10.0891

Computed relative energies in units of hartree: w 0.0719; x 0.0000

## w
Molecular formula: C2HClN2O
Method: DFT, wB97M-V/def2-TZVPD

```
! RIJCOSX wB97M-V def2-TZVPD def2/J DEFGRID3
* xyz 0 1
N 0.13 2.48 0.09
C 0.34 1.35 0.05
N 0.34 0.00 0.01
Cl 1.97 -0.69 0.04
C -0.71 -0.86 -0.07
O -0.49 -2.02 0.15
H -1.58 -0.26 -0.27
*
```

## Properties
- SMILES = N#CN(Cl)C=O
- orbital gap (eV) = 10.1789

## x
Molecular formula: C2HClN2O
Method: DFT, wB97M-V/def2-TZVPD

```
! RIJCOSX wB97M-V def2-TZVPD def2/J DEFGRID3
* xyz 0 1
C -0.24 0.73 0.49
C 0.82 0.13 1.03
N -1.16 1.16 -0.09
N -0.59 -0.85 -2.07
O -1.36 -0.06 -1.75
Cl 0.70 -1.47 1.68
H 1.83 0.37 0.71
*
```

## Properties
- orbital gap (alpha / beta) (eV) = 9.0413 / 7.1449

## y
Molecular formula: C2HClN2O
Method: DFT, wB97M-V/def2-TZVPD

```
! RIJCOSX wB97M-V def2-TZVPD def2/J DEFGRID3
* xyz 0 1
N -2.02 1.53 0.98
C -1.24 0.72 0.71
C -0.33 -0.18 0.33
N 0.02 -1.31 0.21
O 0.66 -2.28 -0.02
Cl 1.11 1.28 -0.98
H 1.81 0.25 -1.22
*
```

## Properties
- SMILES = N#CC#[N+][O-].Cl
- orbital gap (alpha / beta) (eV) = 9.9106 / 9.9101

## z
Molecular formula: C2HClN2O
Method: DFT, wB97M-V/def2-TZVPD

```
! RIJCOSX wB97M-V def2-TZVPD def2/J DEFGRID3
* xyz 0 1
O -0.24 2.44 -1.21
N 0.33 1.83 -0.37
C 0.63 1.46 0.70
Cl 1.59 0.40 1.54
C -0.71 -1.90 -0.23
N 0.21 -2.55 -0.16
H -1.81 -1.68 -0.29
*
```

## Properties
- SMILES = [O-][N+]#CCl.C#N
- orbital gap (eV) = 9.7092

Computed relative energies in units of hartree: w 0.0000; x 0.1009; y 0.0705; z 0.0880

## w
Molecular formula: C23H28N2O4
Method: DFT, wB97M-V/def2-TZVPD

```
! RIJCOSX wB97M-V def2-TZVPD def2/J DEFGRID3
* xyz 0 1
C -9.17 -3.81 -0.97
C -8.41 -2.51 -0.71
C -7.98 -2.40 0.75
C -7.33 -1.06 1.09
C -5.99 -0.85 0.39
O -5.41 0.32 0.93
C -4.20 0.73 0.48
C -3.45 0.09 -0.50
C -2.23 0.61 -0.87
C -1.71 1.77 -0.29
C -0.40 2.24 -0.74
O 0.21 1.66 -1.63
C 0.17 3.48 -0.07
C 1.53 3.91 -0.63
C 2.67 3.10 -0.02
O 3.38 3.55 0.85
N 2.78 1.87 -0.57
C 3.68 0.85 -0.26
C 4.74 1.00 0.62
C 5.59 -0.06 0.88
C 5.40 -1.29 0.26
N 6.30 -2.32 0.57
C 6.32 -3.61 0.13
C 7.47 -4.40 0.71
O 5.51 -4.09 -0.64
C 4.33 -1.45 -0.62
C 3.49 -0.39 -0.88
C -2.48 2.40 0.70
C -3.70 1.89 1.08
H -10.06 -3.86 -0.35
H -8.54 -4.67 -0.74
H -9.47 -3.87 -2.01
H -7.54 -2.47 -1.37
H -9.06 -1.66 -0.96
H -8.85 -2.53 1.39
H -7.28 -3.21 0.98
H -8.00 -0.24 0.83
H -7.15 -1.01 2.17
H -5.33 -1.71 0.57
H -6.13 -0.74 -0.69
H -3.81 -0.81 -0.98
H -1.64 0.12 -1.63
H 0.25 3.29 1.00
H -0.56 4.29 -0.22
H 1.70 4.96 -0.37
H 1.53 3.81 -1.71
H 2.06 1.62 -1.25
H 4.89 1.95 1.11
H 6.41 0.08 1.57
H 7.03 -2.05 1.21
H 8.42 -3.94 0.44
H 7.45 -5.41 0.33
H 7.40 -4.43 1.80
H 4.18 -2.40 -1.10
H 2.66 -0.52 -1.56
H -2.12 3.30 1.18
H -4.29 2.38 1.83
*
```

## Properties
- SMILES = CCCCCOc1ccc(C(=O)CCC(=O)Nc2ccc(NC(C)=O)cc2)cc1
- orbital gap (eV) = 7.8366

## x
Molecular formula: C23H28N2O4
Method: DFT, wB97M-V/def2-TZVPD

```
! RIJCOSX wB97M-V def2-TZVPD def2/J DEFGRID3
* xyz 0 1
C 5.72 0.56 1.00
C 4.60 1.02 0.09
C 4.74 2.50 -0.28
C 3.65 2.97 -1.24
N 2.33 2.88 -0.65
C 1.47 1.89 -0.95
O 1.63 1.12 -1.87
C 0.22 1.87 -0.05
C 0.59 1.63 1.42
C 0.62 0.11 1.54
O 1.15 -0.50 2.44
N -0.07 -0.40 0.49
C -0.24 -1.76 0.20
C 0.65 -2.71 0.68
C 0.49 -4.05 0.38
C -0.56 -4.47 -0.43
O -0.80 -5.76 -0.80
C 0.07 -6.76 -0.34
C -1.45 -3.51 -0.92
C -1.29 -2.18 -0.61
C -0.63 0.63 -0.38
C -2.09 0.89 -0.12
C -2.86 1.49 -1.11
C -4.20 1.78 -0.91
C -4.80 1.47 0.31
O -6.10 1.71 0.62
C -6.93 2.30 -0.35
C -4.03 0.86 1.30
C -2.70 0.58 1.09
H 5.59 -0.49 1.26
H 5.73 1.14 1.93
H 6.69 0.68 0.52
H 4.59 0.43 -0.83
H 3.64 0.86 0.59
H 4.71 3.11 0.63
H 5.71 2.66 -0.76
H 3.63 2.33 -2.13
H 3.83 4.00 -1.55
H 2.16 3.47 0.15
H -0.34 2.79 -0.20
H 1.54 2.05 1.73
H -0.19 2.02 2.08
H 1.47 -2.41 1.31
H 1.20 -4.76 0.78
H 1.09 -6.60 -0.70
H -0.31 -7.70 -0.75
H 0.07 -6.83 0.75
H -2.26 -3.84 -1.54
H -2.00 -1.47 -0.99
H -0.47 0.34 -1.42
H -2.40 1.73 -2.06
H -4.76 2.25 -1.70
H -6.57 3.30 -0.63
H -7.91 2.38 0.11
H -7.00 1.68 -1.25
H -4.51 0.62 2.24
H -2.13 0.10 1.87
*
```

## Properties
- SMILES = CCCCNC(=O)[C@@H]1CC(=O)N(c2ccc(OC)cc2)[C@H]1c1ccc(OC)cc1
- orbital gap (eV) = 8.4747

Computed relative energies in units of hartree: w 0.0000; x 0.0235

## w
Molecular formula: H24KrO12
Method: DFT, wB97M-V/def2-TZVPD

```
! RIJCOSX wB97M-V def2-TZVPD def2/J DEFGRID3
* xyz 0 1
Kr 8.41 7.29 -6.49
O 4.46 7.89 -7.33
H 4.43 6.93 -7.33
H 5.17 8.11 -7.93
O 11.30 5.88 -4.52
H 10.38 5.62 -4.57
H 11.52 6.18 -5.40
O 10.15 4.59 -8.66
H 9.32 5.02 -8.90
H 10.76 5.31 -8.52
O 6.98 10.26 -4.87
H 6.45 9.48 -4.70
H 7.37 10.10 -5.73
O 10.50 9.46 -8.16
H 11.13 9.46 -7.44
H 10.84 10.12 -8.77
O 8.39 5.08 -4.12
H 8.19 4.55 -3.34
H 8.37 5.98 -3.80
O 11.57 6.97 -7.50
H 11.20 7.77 -7.87
H 12.50 7.03 -7.68
O 7.55 10.30 -7.90
H 8.49 10.11 -7.94
H 7.15 9.65 -8.47
O 7.57 7.39 -2.43
H 6.77 7.34 -2.95
H 7.82 8.31 -2.46
O 5.50 7.80 -4.52
H 4.75 7.56 -3.97
H 5.36 7.32 -5.34
O 7.15 4.91 -8.37
H 6.45 5.05 -7.73
H 6.76 5.19 -9.20
O 5.68 3.95 -4.43
H 5.72 3.66 -3.52
H 6.35 4.64 -4.49
*
```

## Properties
- orbital gap (eV) = 10.1514

## x
Molecular formula: H24KrO12
Method: DFT, wB97M-V/def2-TZVPD

```
! RIJCOSX wB97M-V def2-TZVPD def2/J DEFGRID3
* xyz 0 1
Kr -0.61 -0.37 -0.12
O -3.85 1.60 0.21
H -3.45 2.46 0.35
H -3.39 1.02 0.82
O 2.33 1.45 2.36
H 2.63 1.24 1.48
H 2.76 2.29 2.56
O -1.20 -0.19 -3.63
H -1.68 0.49 -3.16
H -0.39 -0.31 -3.14
O -1.91 -2.84 -1.55
H -2.40 -3.66 -1.63
H -2.51 -2.25 -1.09
O 2.26 -2.52 0.29
H 1.82 -1.96 0.92
H 2.70 -3.19 0.82
O -2.56 0.16 2.76
H -2.33 0.85 3.38
H -2.02 -0.58 3.02
O 1.86 0.17 -2.63
H 2.64 0.08 -3.17
H 2.19 0.34 -1.75
O 1.03 -3.00 -2.19
H 1.30 -2.61 -1.36
H 0.07 -3.01 -2.14
O -0.41 3.62 1.99
H -0.13 2.72 2.16
H -0.11 4.12 2.75
O 3.09 0.31 -0.24
H 4.00 0.59 -0.08
H 3.10 -0.64 -0.08
O 1.13 -1.08 2.52
H 1.32 -0.15 2.62
H 0.35 -1.23 3.04
O -2.40 1.74 -2.24
H -2.36 2.67 -2.44
H -2.87 1.70 -1.40
*
```

## Properties
- orbital gap (eV) = 8.8278

Computed relative energies in units of hartree: w 0.0079; x 0.0000

## w
Molecular formula: C3H4O2S
Method: DFT, wB97M-V/def2-TZVPD

```
! RIJCOSX wB97M-V def2-TZVPD def2/J DEFGRID3
* xyz 0 1
C -0.33 -2.22 0.65
C -0.33 -0.72 0.66
O -0.78 -0.06 1.57
C 0.29 0.03 -0.55
O 0.77 -0.53 -1.50
S 0.14 1.76 -0.35
H -1.02 -2.53 1.44
H -0.58 -2.67 -0.32
H 0.65 -2.66 0.84
H 0.87 1.94 -1.46
*
```

## Properties
- SMILES = CC(=O)C(=O)S
- orbital gap (eV) = 9.4115

## x
Molecular formula: C3H4O2S
Method: DFT, wB97M-V/def2-TZVPD

```
! RIJCOSX wB97M-V def2-TZVPD def2/J DEFGRID3
* xyz 0 1
O 1.80 -0.67 3.04
C 1.45 -1.21 2.05
O 1.04 -1.76 1.10
C -1.49 0.29 -1.36
C -0.57 0.79 -0.50
S 1.26 0.79 -0.55
H -2.42 0.92 -1.21
H -1.45 -0.24 -2.27
H -0.76 1.59 0.18
H 1.12 -0.50 -0.49
*
```

## Properties
- SMILES = O=C=O.C=CS
- orbital gap (eV) = 9.5802

Computed relative energies in units of hartree: w 0.0000; x 0.0264

## w
Molecular formula: C4H9NO2
Method: DFT, wB97M-V/def2-TZVPD

```
! RIJCOSX wB97M-V def2-TZVPD def2/J DEFGRID3
* xyz -1 2
C 2.00 0.02 -0.71
N 0.82 -0.95 -0.48
C -0.38 -0.43 0.03
C -0.41 0.37 1.35
O -1.77 0.69 1.91
C -1.36 0.20 -0.99
O -1.71 -0.40 -2.07
H 2.87 -0.52 -0.96
H 2.16 0.54 0.26
H 1.75 0.66 -1.57
H 0.67 -1.36 -1.34
H -0.80 -1.38 0.41
H 0.09 -0.34 2.13
H 0.18 1.34 1.33
H -2.50 0.29 1.38
H -1.60 1.27 -0.69
*
```

## Properties
- orbital gap (alpha / beta) (eV) = 4.1052 / 7.1912

## x
Molecular formula: C4H9NO2
Method: DFT, wB97M-V/def2-TZVPD

```
! RIJCOSX wB97M-V def2-TZVPD def2/J DEFGRID3
* xyz -1 2
O -0.71 -1.74 -1.11
C 0.50 -1.44 -1.26
N 1.18 -0.42 -0.78
C 0.34 0.72 -0.35
C 0.18 0.99 1.14
C -0.58 -0.18 1.81
O -0.51 2.16 1.21
H 1.17 -2.16 -1.78
H -1.52 -0.55 -3.13
H 0.78 1.55 -0.91
H -0.65 0.55 -0.78
H 1.16 1.10 1.64
H -1.14 -0.80 1.11
H 0.11 -0.84 2.34
H -1.22 0.24 2.58
H -1.08 -0.01 -3.35
*
```

## Properties
- orbital gap (alpha / beta) (eV) = 7.8267 / 5.9358

Computed relative energies in units of hartree: w 0.0102; x 0.0000

## w
Molecular formula: CBrCl2NO2
Method: DFT, wB97M-V/def2-TZVPD

```
! RIJCOSX wB97M-V def2-TZVPD def2/J DEFGRID3
* xyz 0 1
C -0.95 1.20 0.46
N 1.46 -1.58 -1.17
O 1.15 -2.38 -0.37
O 2.02 -0.54 -1.26
Cl -2.05 2.63 0.59
Cl 0.08 1.07 1.76
Br -1.71 -0.40 -0.02
*
```

## Properties
- orbital gap (alpha / beta) (eV) = 8.8093 / 7.8037

## x
Molecular formula: CBrCl2NO2
Method: DFT, wB97M-V/def2-TZVPD

```
! RIJCOSX wB97M-V def2-TZVPD def2/J DEFGRID3
* xyz 0 1
C 0.31 0.40 0.12
N -0.77 -0.70 -0.04
O -1.78 -0.46 0.55
O -0.53 -1.56 -0.83
Cl -0.04 1.59 1.30
Cl 0.68 1.25 -1.50
Br 2.13 -0.52 0.40
*
```

## Properties
- orbital gap (eV) = 9.8013

Computed relative energies in units of hartree: w 0.0573; x 0.0000

## w
Molecular formula: C7H9NO2
Method: DFT, wB97M-V/def2-TZVPD

```
! RIJCOSX wB97M-V def2-TZVPD def2/J DEFGRID3
* xyz 0 1
O -2.21 2.27 -0.73
C -1.42 2.06 0.15
N -1.20 0.98 0.88
C -0.93 -0.24 0.55
C -0.53 -0.93 -0.67
C -0.53 -2.27 -0.41
O -0.87 -2.54 0.86
C -1.16 -1.40 1.60
H -0.74 2.91 0.65
H -0.23 -0.52 -1.65
H -0.25 -3.14 -0.98
H -0.72 -1.48 2.64
H -2.19 -1.51 1.78
C 2.23 0.30 -0.61
C 2.08 1.65 -0.77
H 3.16 -0.13 -0.94
H 1.50 -0.29 -0.31
H 2.86 2.19 -1.26
H 1.15 2.09 -0.77
*
```

## Properties
- SMILES = O=C/N=C1\C=COC1.C=C
- orbital gap (eV) = 9.1451

## x
Molecular formula: C7H9NO2
Method: DFT, wB97M-V/def2-TZVPD

```
! RIJCOSX wB97M-V def2-TZVPD def2/J DEFGRID3
* xyz 0 1
C -3.03 -0.32 -0.57
C -1.87 -0.60 -0.32
C 0.43 1.55 1.09
C 0.27 1.67 -0.40
C 0.43 0.22 -0.95
C -0.45 -0.70 -0.10
C 0.12 -1.87 0.56
N 1.37 2.25 1.55
O -0.40 0.76 1.71
O 1.84 -0.22 -1.01
H -4.00 -0.10 -0.24
H -0.79 1.90 -0.64
H 0.83 2.49 -0.71
H 0.14 0.22 -1.97
H -0.54 -2.56 1.02
H 0.69 -1.32 1.25
H 0.92 -2.30 -0.06
H 1.42 2.21 2.54
H 2.42 0.52 -0.83
*
```

## Properties
- orbital gap (alpha / beta) (eV) = 7.2399 / 7.2463

Computed relative energies in units of hartree: w 0.0000; x 0.0568

## w
Molecular formula: C4H5NO2S
Method: DFT, wB97M-V/def2-TZVPD

```
! RIJCOSX wB97M-V def2-TZVPD def2/J DEFGRID3
* xyz 0 1
O -0.70 1.98 0.35
C 0.30 1.51 0.81
C 0.47 0.01 0.67
C 1.12 -0.38 -0.65
C -0.16 -1.10 -1.05
O -0.52 -1.70 -2.02
N -0.74 -0.73 0.17
S -2.35 -0.85 0.74
H 1.10 2.13 1.17
H 0.89 -0.43 1.57
H 1.45 0.42 -1.32
H 1.98 -1.04 -0.58
H -2.86 0.20 0.13
*
```

## Properties
- SMILES = O=C[C@@H]1CC(=O)N1S
- orbital gap (eV) = 10.3735

## x
Molecular formula: C4H5NO2S
Method: DFT, wB97M-V/def2-TZVPD

```
! RIJCOSX wB97M-V def2-TZVPD def2/J DEFGRID3
* xyz 0 1
C -1.98 0.45 0.11
C -0.60 0.42 0.54
C -1.99 0.09 -1.19
C 0.09 0.01 -0.57
N 2.04 -1.06 0.90
O 2.42 1.09 -0.21
O -0.73 -0.15 -1.61
S 1.86 -0.23 -0.58
H -2.76 0.90 0.63
H -0.15 0.71 1.38
H -2.71 0.28 -2.00
H 2.71 -0.52 1.49
H 1.80 -1.98 1.10
*
```

## Properties
- orbital gap (eV) = 9.7690

Computed relative energies in units of hartree: w 0.0000; x 0.0458

## w
Molecular formula: C4H5NO2S
Method: DFT, wB97M-V/def2-TZVPD

```
! RIJCOSX wB97M-V def2-TZVPD def2/J DEFGRID3
* xyz 0 1
O 2.97 0.40 -0.31
N 2.04 -0.63 -0.12
C 0.86 -0.17 0.07
C -0.22 -1.15 0.38
O -1.38 -0.97 -0.42
C -1.95 0.27 -0.31
C -1.29 1.40 -0.05
S 0.47 1.54 0.07
H 3.77 -0.08 -0.48
H -0.51 -1.04 1.42
H 0.10 -2.15 0.19
H -3.04 0.24 -0.47
H -1.83 2.33 0.02
*
```

## Properties
- SMILES = O/N=C1/COC=CS1
- orbital gap (eV) = 9.1313

## x
Molecular formula: C4H5NO2S
Method: DFT, wB97M-V/def2-TZVPD

```
! RIJCOSX wB97M-V def2-TZVPD def2/J DEFGRID3
* xyz 0 1
O 2.21 -1.11 0.96
C 1.34 -0.43 0.46
N 1.11 0.79 1.09
S -0.06 1.89 0.42
C -1.26 0.70 0.05
C -0.86 -0.35 -0.90
O 0.24 -0.04 -1.76
C 0.53 -0.92 -0.66
H 1.53 0.94 2.04
H -1.78 0.27 0.87
H -2.00 1.37 -0.36
H -1.64 -1.06 -1.33
H 0.64 -2.04 -0.86
*
```

## Properties
- SMILES = O=C1NSC[C@H]2O[C@@H]12
- orbital gap (eV) = 9.5472

Computed relative energies in units of hartree: w 0.0256; x 0.0000

## w
Molecular formula: C4H14N2O
Method: DFT, wB97M-V/def2-TZVPD

```
! RIJCOSX wB97M-V def2-TZVPD def2/J DEFGRID3
* xyz 2 1
C -0.60 -1.05 -1.27
C 0.26 0.20 -0.69
C -0.57 1.09 0.12
C -1.05 2.29 -0.27
N -0.71 0.92 1.57
N 0.32 -2.16 -1.72
H -1.17 -1.32 -0.42
H -1.31 -0.71 -2.18
H 0.94 -0.41 0.03
H 0.96 0.80 -1.34
H -1.46 3.14 0.23
H -1.13 2.55 -1.30
H -1.69 0.89 1.96
H -0.26 1.80 2.07
H -0.26 -0.03 1.94
H 0.82 -1.99 -2.70
H 0.98 -2.30 -0.96
H -0.15 -2.99 -1.94
H 2.48 0.17 1.71
H 1.85 -0.53 3.04
O 1.75 -0.36 2.12
*
```

## Properties
- orbital gap (eV) = 11.0175

## x
Molecular formula: C4H14N2O
Method: DFT, wB97M-V/def2-TZVPD

```
! RIJCOSX wB97M-V def2-TZVPD def2/J DEFGRID3
* xyz 2 1
N 0.75 0.01 2.79
C 0.73 -0.74 1.42
C -0.52 -0.49 0.55
C -0.36 0.48 -0.63
N -1.68 0.36 -1.41
C 0.79 0.15 -1.60
O 0.41 0.70 -2.85
H 0.93 -0.65 3.55
H -0.20 0.33 2.99
H 1.42 0.76 2.88
H 1.64 -0.36 0.97
H 0.74 -1.79 1.70
H -0.78 -1.46 0.14
H -1.31 -0.20 1.26
H -0.30 1.49 -0.22
H -2.50 0.06 -0.88
H -1.82 1.27 -1.86
H -1.58 -0.28 -2.20
H 0.94 -0.92 -1.73
H 1.70 0.65 -1.27
H 1.01 0.63 -3.60
*
```

## Properties
- SMILES = [NH3+]CC[C@H]([NH3+])CO
- orbital gap (eV) = 11.4130

Computed relative energies in units of hartree: w 0.0559; x 0.0000